Record 1
Here is a molecular structure, C44H48F3N5O4PtS2 from the OMol25 dataset. Energies are from ωB97M-V/def2-TZVPD.

HOMO energy	-13.11	eV
charge	+2
LUMO	-0.2608	Ha
frontier orbital gap	6.0	eV

The geometry in XYZ format:
```
107
C44H48F3N5O4PtS2 ωB97M-V/def2-TZVPD
Pt 0.3518 0.2393 -0.1462
O -1.2854 -1.1274 3.2318
S -1.3247 0.1044 2.5124
O -2.1530 0.2862 1.3513
N 0.1682 0.4777 1.8760
C 1.3481 0.2075 2.5742
C 1.4971 0.0503 3.9333
C 2.7785 -0.1299 4.4878
C 3.8944 -0.1778 3.7017
C 3.7669 -0.0625 2.3033
C 4.8487 -0.1870 1.4134
C 4.6219 -0.1356 0.0675
C 3.3261 0.0551 -0.4137
N 2.2869 0.2268 0.3940
C 2.4846 0.1437 1.7580
C -1.6614 1.3841 3.6634
C -1.9221 2.6790 3.2286
C -2.2031 3.6574 4.1646
C -2.2253 3.3417 5.5192
C -1.9704 2.0472 5.9429
C -1.6852 1.0564 5.0137
H 0.6344 0.0566 4.5792
H 2.8710 -0.2399 5.5594
H 4.8756 -0.3274 4.1311
H 5.8463 -0.3479 1.8030
H 5.4219 -0.2530 -0.6487
H 3.1570 0.0907 -1.4760
H -1.9195 2.9083 2.1733
H -2.4194 4.6679 3.8433
H -2.4542 4.1097 6.2458
H -2.0051 1.8022 6.9955
H -1.5108 0.0360 5.3254
C -3.3899 -2.0131 -6.1369
C -2.5992 -1.5342 -4.9256
C -1.1131 -1.5361 -5.2427
N -0.2355 -1.0618 -4.1460
C 0.0964 0.1642 -3.8170
S 1.1173 0.4767 -2.4295
N -0.2087 1.2432 -4.5655
C -0.3078 1.4897 -5.9938
O -1.0251 2.3891 -6.3224
C 0.5464 0.7046 -6.9103
C 1.7384 0.1113 -6.4997
C 2.5288 -0.5486 -7.4262
C 2.1299 -0.6138 -8.7554
C 0.9499 -0.0068 -9.1683
C 0.1595 0.6600 -8.2492
H -4.4564 -2.0328 -5.9204
H -3.0915 -3.0206 -6.4304
H -3.2376 -1.3552 -6.9941
H -2.7945 -2.1800 -4.0693
H -2.9054 -0.5199 -4.6560
H -0.9210 -0.9377 -6.1245
H -0.7705 -2.5447 -5.4742
H 0.0948 -1.7596 -3.4907
H -0.2445 2.1071 -4.0415
H 2.0794 0.1935 -5.4748
H 3.4614 -1.0006 -7.1175
H 2.7508 -1.1276 -9.4771
H 0.6543 -0.0443 -10.2077
H -0.7574 1.1483 -8.5516
C 2.0260 5.3363 0.2715
C 0.5471 4.9881 0.0503
C -0.3153 5.4779 1.2211
C 0.0398 5.5541 -1.2835
C 0.4393 3.5167 -0.0189
N 0.3574 2.3781 -0.0936
H 2.1229 6.4212 0.3001
H 2.6487 4.9565 -0.5384
H 2.3913 4.9334 1.2160
H -0.2062 6.5593 1.2968
H 0.0005 5.0316 2.1643
H -1.3697 5.2497 1.0576
H 0.0323 6.6415 -1.2156
H -0.9756 5.2193 -1.4998
H 0.6927 5.2681 -2.1086
F 0.4933 -9.1432 0.5782
C -0.0770 -8.5755 -0.4942
F 0.5747 -9.0275 -1.5771
F -1.3387 -9.0110 -0.5662
C 0.0001 -7.0714 -0.4125
C -1.1499 -6.3009 -0.3540
C -1.0456 -4.9206 -0.2956
C 0.2097 -4.3153 -0.2961
C 1.3643 -5.1004 -0.3491
C 1.2567 -6.4756 -0.4080
C 0.3052 -2.8841 -0.2377
C 0.3406 -1.6760 -0.2215
H -2.1207 -6.7756 -0.3505
H -1.9363 -4.3079 -0.2487
H 2.3369 -4.6272 -0.3422
H 2.1455 -7.0914 -0.4484
C -2.9552 2.3671 -0.4773
C -2.2681 1.7808 -1.6849
O -1.6506 0.4910 -1.4904
C -2.5553 -0.6390 -1.6976
C -3.3093 -1.2293 -0.5333
H -3.3657 3.3437 -0.7442
H -2.2545 2.4882 0.3409
H -3.7735 1.7424 -0.1259
H -1.4593 2.4346 -2.0206
H -2.9756 1.6800 -2.5119
H -1.9140 -1.4117 -2.1219
H -3.2506 -0.3102 -2.4673
H -2.6421 -1.6067 0.2342
H -3.8930 -2.0650 -0.9277
H -3.9998 -0.5280 -0.0711
```

***

Record 2
Here is 2 unconnected molecules or ions with the total composition C4H9NO3S from the OMol25 dataset. Energies are from ωB97M-V/def2-TZVPD.

HOMO energy	-9.09	eV
SMILES	C[C@H](O)[C@@]1(S)OC1=O.N
LUMO	0.0223	Ha
frontier orbital gap	9.7	eV

The geometry in XYZ format:
```
18
C4H9NO3S ωB97M-V/def2-TZVPD
C -1.7180 -1.2571 -0.2198
C 0.6123 -0.7206 -1.9594
C -0.0613 0.5199 -1.3843
C -1.3726 0.1547 -0.5747
N -0.5285 0.1580 2.1542
O -1.7870 -2.1674 0.5140
O -2.1523 -0.8780 -1.3385
O 0.8240 1.1315 -0.4989
S -2.3045 1.5335 0.0666
H 0.5765 -1.5870 -1.1320
H 1.6442 -0.4582 -2.1583
H 0.1215 -1.0991 -2.8777
H -0.2884 1.2277 -2.1538
H -1.0365 -0.7085 2.0289
H 0.3856 -0.0899 1.7358
H -0.4984 0.1612 3.1487
H 0.9931 1.9668 -0.6608
H -1.5602 1.4181 1.4205
```